# C34H39CeN5O

C34H39CeN5O as an isolated structure at a distorted geometry (ωB97M-V with the def2-TZVPD basis set, the OMol25 dataset).

Element x y z (Å)
Ce1 0.0032 -0.1213 0.4341
O1 6.2736 0.1087 3.0917
N1 -2.4618 2.7598 -0.4169
N2 2.5070 0.1016 0.2594
N3 -1.2461 2.0966 1.2281
N4 4.9914 -1.7755 3.1610
N5 1.5291 -1.8292 4.9314
C1 -4.0736 2.4019 -2.1371
C2 0.8228 -1.0713 4.0316
C3 4.4403 1.3233 -0.5266
C4 3.0933 0.9489 -0.6335
C5 -0.8242 -1.7511 -1.4298
C6 -0.6811 -3.5809 1.7815
C7 1.5415 -2.1681 -2.4804
C8 -0.3224 -1.7981 3.6654
C9 2.7015 -1.3180 5.2412
C10 5.3928 -0.5769 2.5999
C11 2.9922 0.0509 5.0844
C12 3.3004 -0.5029 1.1973
C13 -2.7795 2.7938 -1.7569
C14 -3.3388 2.4144 -4.4543
C15 4.6397 -0.1431 1.3759
C16 -2.6170 2.0740 1.6513
C17 -2.8643 -1.8510 0.2172
C18 1.0227 0.3472 3.7488
C19 -3.6825 2.4932 -5.9039
C20 0.5333 -2.2311 -1.3917
C21 -1.4549 -2.1072 -0.1938
C22 2.0034 -3.5127 0.3350
C23 -5.1087 1.9830 -1.1460
C24 -1.4657 -1.0393 -2.5666
C25 -0.4876 -2.8864 0.5566
C26 -0.2575 2.8344 -2.2981
C27 5.2022 0.8216 0.5238
C28 -1.2713 2.1261 -0.0929
C29 -3.3222 2.7741 0.7278
C30 0.7642 -2.8397 -0.1410
C31 2.1052 0.9213 4.4207
C32 -2.0025 2.5668 -4.0441
C33 -1.6996 2.7501 -2.6862
C34 -4.3550 2.2647 -3.5055
H1 4.8646 2.0175 -1.2512
H2 -3.0090 1.7317 2.5851
H3 -3.5133 -2.6954 -0.0655
H4 -2.9701 -1.7108 1.3033
H5 2.0355 -3.5960 1.4299
H6 -5.3928 2.0741 -3.8245
H7 -4.2675 3.3035 0.8853
H8 2.4578 1.3352 -1.4371
H9 6.2251 1.1541 0.6957
H10 -0.2088 -2.6584 2.9751
H11 2.0847 -4.5372 -0.0620
H12 -5.1930 2.6629 -0.2984
H13 0.0992 -4.2771 2.1071
H14 4.4517 -2.4485 2.6486
H15 0.2540 3.5422 -2.9680
H16 3.3632 -2.1109 5.6264
H17 2.4132 -1.5745 -2.1717
H18 0.2912 0.9999 3.2368
H19 1.9106 -3.1733 -2.7450
H20 1.1332 -1.7197 -3.3920
H21 -3.2741 -0.9549 -0.2690
H22 -3.8492 3.5379 -6.1995
H23 -0.7444 -0.4027 -3.0954
H24 2.8148 -1.2648 1.8215
H25 -1.8820 -1.7414 -3.3070
H26 -4.6001 1.9323 -6.0960
H27 2.8993 -2.9655 0.0231
H28 -1.6976 -3.7154 2.1407
H29 -1.1997 2.6052 -4.8009
H30 -0.9528 -1.0967 2.9939
H31 -6.1127 2.0286 -1.5876
H32 3.9711 0.3111 5.4799
H33 0.3089 1.8867 -2.4235
H34 -2.8620 2.0971 -6.5070
H35 2.3265 1.9937 4.4686
H36 5.6401 -2.1582 3.8513
H37 -2.2921 -0.4014 -2.2290
H38 -0.0962 3.1762 -1.2575
H39 -4.9710 0.9601 -0.7434

As for the net charge: -1. The value obtained for the molar mass is 673.836 g mol⁻¹. The multiplicity is 2. As for the LUMO energy (alpha / beta): 1.75 / 1.74 eV.

Löwdin atomic charge list, values in e, 6 entries:
1. Ce 1.27
2. O 0.05
3. N -0.03
4. N -0.05
5. N -0.07
6. N 0.18


# C34H39ClFI2N3O11S2

C34H39ClFI2N3O11S2 as an isolated structure at a distorted geometry (ωB97M-V with the def2-TZVPD basis set, the OMol25 dataset).

Element x y z (Å)
I1 -0.1947 -0.0974 5.6296
I2 -1.3204 1.9396 8.3024
Cl1 -2.8970 4.6524 -2.1204
S1 -0.5020 -4.4233 -1.5272
S2 -6.1301 -6.9480 -0.8416
F1 -2.9875 2.6102 1.2992
O1 -1.0287 -5.9047 -1.8486
O2 -1.3028 -4.2074 -0.1562
O3 2.7544 3.5399 2.0766
O4 -6.0453 -7.6862 -2.2634
O5 0.8838 -4.4902 -1.2227
O6 -1.9238 3.7362 3.5340
O7 -7.2597 -6.0992 -0.8416
O8 -1.0207 -3.5348 -2.5030
O9 -4.8001 3.0297 -1.3030
O10 -4.8334 -6.4777 -0.4948
O11 -6.4439 -8.2448 0.0502
N1 2.8414 -1.6577 -1.5334
N2 4.2026 -0.3331 -0.1568
N3 4.0239 -2.6679 0.3260
C1 -5.9332 -9.1000 -2.0612
C2 2.3814 2.4537 -0.5793
C3 3.4358 1.0797 3.6208
C4 2.7769 3.8346 -2.6822
C5 3.1689 4.9757 -3.3429
C6 -3.6253 3.1372 -1.5235
C7 -0.2885 0.2861 -2.6048
C8 3.6953 5.9664 -1.2669
C9 1.0059 -0.5563 -2.7407
C10 0.0815 2.5508 4.1047
C11 3.2765 4.8292 -0.6191
C12 3.6941 -1.4591 -0.4513
C13 -0.8990 4.3226 6.2517
C14 0.9338 2.4701 -0.0885
C15 -0.6879 2.8034 1.6857
C16 -1.4676 2.2504 -0.4700
C17 -0.1642 2.2036 -0.9220
C18 1.4977 -1.0638 -1.3639
C19 1.3436 2.5175 3.6813
C20 0.6273 2.7542 1.2346
C21 -1.7375 2.5604 0.8446
C22 -0.9652 3.1025 3.1496
C23 1.6821 3.0137 2.2825
C24 2.8061 3.7268 -1.3032
C25 0.0373 1.8177 -2.3860
C26 -1.6359 -6.4602 -0.6742
C27 2.5137 1.9817 4.4766
C28 -0.7765 2.8212 6.4328
C29 -2.2481 -5.2744 0.0321
C30 -2.6830 1.9410 -1.3379
C31 -0.3339 2.0398 5.4458
C32 -6.7225 -9.3664 -0.7973
C33 3.0969 5.0644 -4.8613
C34 3.6379 6.0681 -2.6379
H1 3.3776 4.1173 -5.3299
H2 -7.7961 -9.3877 -0.9944
H3 2.4552 3.0162 -3.3233
H4 4.0399 1.6664 2.9219
H5 -0.8647 0.2194 -3.5345
H6 2.4633 1.6376 -1.3065
H7 -6.4261 -10.2921 -0.3107
H8 3.0461 2.1810 0.2389
H9 0.8229 -1.3940 -3.4248
H10 2.8584 0.3720 3.0092
H11 2.6903 -2.6501 -1.6842
H12 -2.3742 -7.2099 -0.9409
H13 3.8144 5.8318 -5.1758
H14 2.2171 1.4589 5.3847
H15 1.0980 1.9244 -2.5728
H16 -2.4039 -5.4585 1.0919
H17 -3.2552 1.1734 -0.8073
H18 4.0859 6.7948 -0.6796
H19 3.3697 4.8388 0.4615
H20 4.9890 -2.8802 0.0861
H21 1.8256 0.0279 -3.1800
H22 2.1079 5.4090 -5.1856
H23 -0.9206 4.8133 7.2294
H24 4.8056 -0.4537 0.6523
H25 -2.4193 1.5454 -2.3203
H26 0.7375 -1.8026 -1.0457
H27 4.1378 0.5296 4.2557
H28 -0.8628 -0.1313 -1.7690
H29 -4.8761 -9.3422 -1.9286
H30 1.5205 -0.2534 -0.6289
H31 -3.1886 -4.9810 -0.4252
H32 -0.8492 -6.9216 -0.0719
H33 -0.0710 4.6898 5.6406
H34 3.9910 -2.4244 1.3091
H35 3.9655 6.9488 -3.1827
H36 -0.5929 2.4040 -3.0568
H37 -1.8589 4.5324 5.7726
H38 -6.3223 -9.6403 -2.9197
H39 3.1227 2.8450 4.7844

The value obtained for the molar mass is 1038.089 g mol⁻¹. Its energy above the lowest of the compared OMol25 structures with the same formula, charge and spin is 1.031 eV. As for the LUMO energy: -0.86 eV.

Löwdin atomic charge list, values in e, 6 entries:
1. I 0.84
2. I 0.79
3. Cl 0.67
4. S 0.59
5. S 0.62
6. F 0.13


# C34H39IrN5O3P2S

C34H39IrN5O3P2S as an isolated structure at a distorted geometry (ωB97M-V with the def2-TZVPD basis set, the OMol25 dataset).

Element x y z (Å)
Ir1 0.0820 1.1196 -2.0682
S1 0.1701 0.0830 5.1169
P1 -1.1097 -0.4442 -0.5913
P2 2.2641 -0.7078 -0.3391
O1 0.8245 -1.2064 5.1010
O2 -1.6615 0.8105 1.9371
O3 0.6619 1.1019 6.0028
N1 -2.7993 0.6879 -0.6978
N2 3.5860 0.3335 -0.8994
N3 -2.2034 -1.5279 0.5835
N4 -0.0572 0.6266 3.5980
N5 2.9110 -1.6777 0.8314
C1 -3.6409 -0.0304 4.0835
C2 -2.2038 -0.8683 6.3787
C3 1.3376 2.4641 -2.8598
C4 -1.5714 -0.1877 5.3385
C5 3.4191 -2.9534 0.5437
C6 5.7082 0.8376 -1.5088
C7 5.0718 2.0464 -1.0930
C8 -1.6882 -2.0940 1.7471
C9 3.6543 -1.1434 1.9139
C10 1.3385 0.6012 -4.6919
C11 -0.9178 0.2402 -3.5811
C12 -0.7648 2.7604 -4.2443
C13 -1.3237 0.6262 3.1432
C14 4.5868 -2.0843 2.3007
C15 1.3147 -1.7162 -1.4809
C16 -3.5111 -1.9674 0.4732
C17 -3.8332 -2.7859 1.5635
C18 -1.3081 1.6403 -3.3981
C19 -3.7891 2.7322 -0.4670
C20 -2.2746 0.2274 4.2227
C21 1.7029 1.1624 -3.3473
C22 4.7929 -0.1890 -1.3773
C23 -2.6696 -2.8613 2.3730
C24 4.4201 -3.2389 1.4438
C25 -4.2805 -0.7353 5.0959
C26 0.0193 -0.1748 -4.6879
C27 0.5544 3.3964 -3.7223
C28 1.4283 0.5209 0.6551
C29 -3.5815 -1.1387 6.2469
C30 3.7739 1.7218 -0.7378
C31 -4.6867 1.8849 -1.1633
C32 -2.6414 1.9763 -0.2151
C33 -4.0549 0.6292 -1.2829
C34 -0.1705 -1.9901 -1.1193
H1 -2.2771 1.7796 -2.9126
H2 1.1797 3.7077 -4.5610
H3 -0.7242 -2.3187 -2.0114
H4 1.3695 1.3648 -5.4804
H5 2.9844 2.3659 -0.3723
H6 4.9951 -4.1580 1.4878
H7 0.7433 0.0443 1.3731
H8 0.2970 4.2791 -3.1200
H9 -4.4334 -0.2835 -1.7144
H10 -5.6594 2.1344 -1.5306
H11 6.7262 0.7493 -1.8671
H12 -5.3275 -0.9831 5.0062
H13 -1.6135 -1.1647 7.2483
H14 5.5134 3.0324 -1.0376
H15 4.8749 -1.2528 -1.5540
H16 -0.6544 -1.9580 2.0074
H17 2.0356 2.9244 -2.1621
H18 0.2315 -1.2469 -4.5674
H19 -4.7915 -3.2509 1.7558
H20 -1.6375 -0.5351 -3.2891
H21 3.4039 -0.1730 2.3075
H22 1.8158 -2.6736 -1.6458
H23 -0.2378 -2.7610 -0.3340
H24 0.9124 1.2450 -0.0094
H25 -4.0965 -1.6780 7.0524
H26 1.3503 -1.1323 -2.4120
H27 2.1830 1.0357 1.2742
H28 5.3128 -1.9445 3.0913
H29 2.6835 0.8285 -2.9983
H30 -2.5405 -3.3745 3.3146
H31 -0.6315 2.3920 -5.2676
H32 -4.1211 -1.6857 -0.3660
H33 -3.9088 3.7734 -0.2098
H34 2.9545 -3.5277 -0.2455
H35 -0.4918 -0.0751 -5.6539
H36 -4.1457 0.2953 3.1778
H37 2.1215 -0.1194 -4.9500
H38 -1.7523 2.2838 0.3046
H39 -1.5237 3.5531 -4.2490

As for the net charge: +2. The value obtained for the molar mass is 851.950 g mol⁻¹. The multiplicity is 6. Its energy above the lowest of the compared OMol25 structures with the same formula, charge and spin is 1.926 eV. As for the LUMO energy (alpha / beta): -6.37 / -8.84 eV.

Löwdin atomic charge list, values in e, 6 entries:
1. Ir 1.17
2. S 0.65
3. P 1.01
4. P 0.98
5. O -0.23
6. O 0.00


no.,electronic energy (Ha)
1,-2142.9260
2,-4262.6478
3,-3002.7702